67
Properties=species:S:1:pos:R:3 method="wB97M-V/def2-TZVPD" e_above_lowest_kj_mol=0.0 multiplicity=6 fmax_ha_per_bohr=0.014 homo_lumo_gap_ha="0.1227 / 0.1992" charge=-2
Ru 0.4561 1.1022 -0.4052
S 1.3564 2.1382 -2.2906
C 2.5795 2.9375 -1.3244
S 2.4541 2.5801 0.3412
C 3.5135 3.7701 -1.9037
C 4.4874 4.4521 -1.1205
N 5.2850 5.0237 -0.5164
C 3.5351 3.9955 -3.3081
N 3.5601 4.1794 -4.4460
Se -0.8686 -0.5110 -2.4887
C -2.0849 -1.4805 -1.3910
C -1.5765 -2.3269 -0.4099
C -2.4439 -3.0355 0.4085
C -3.8145 -2.8810 0.2658
C -4.3186 -2.0326 -0.7108
C -3.4601 -1.3411 -1.5507
H -0.5077 -2.4288 -0.2786
H -2.0380 -3.6865 1.1719
H -4.4917 -3.4163 0.9201
H -5.3891 -1.9070 -0.8181
H -3.8460 -0.6761 -2.3089
O -2.4855 1.7697 -1.9385
C -2.0495 2.5937 -1.1382
O -0.9974 2.5433 -0.4195
C -2.8516 3.8563 -0.9096
C -2.3704 4.8788 -0.0971
C -3.1481 6.0085 0.0573
C -4.3814 6.1910 -0.5412
C -4.8100 5.1433 -1.3307
C -4.0864 3.9864 -1.5345
N -6.1354 5.2855 -2.0016
O -6.5275 4.3598 -2.6691
O -6.7381 6.3207 -1.8317
N -2.6434 7.1143 0.9253
O -1.5644 6.9711 1.4425
O -3.3636 8.0803 1.0630
H -1.4131 4.7691 0.3909
H -4.9610 7.0865 -0.3982
H -4.4434 3.1859 -2.1653
C 3.2094 -2.1399 -1.5320
C 2.5591 -0.9237 -1.4637
N 1.8065 -0.6163 -0.3807
C 1.7574 -1.4740 0.6273
C 2.3793 -2.7468 0.6525
C 3.1147 -3.0666 -0.5129
C 2.0900 -3.5794 1.7712
C 2.4929 -4.8581 2.1598
C 3.5534 -5.7062 1.7824
C 3.6464 -7.0244 2.3264
C 4.6968 -7.8152 1.9804
N 5.6823 -7.4264 1.1325
C 5.5107 -6.1895 0.6768
N 4.5527 -5.3178 0.9272
H 3.7898 -2.3620 -2.4188
H 2.6012 -0.1803 -2.2448
H 1.1423 -1.1710 1.4643
H 3.6249 -4.0092 -0.5805
H 1.3343 -3.1504 2.4233
H 1.8869 -5.2643 2.9651
H 2.8855 -7.3847 3.0078
H 4.7793 -8.8205 2.3850
H 6.2863 -5.8344 -0.0019
N 0.0568 0.5359 5.7998
C -0.4760 0.4939 4.7724
N -1.1963 0.3979 3.6778
C -0.7355 0.5163 2.4995
N -0.4478 0.5175 1.3643

66
Properties=species:S:1:pos:R:3 method="wB97M-V/def2-TZVPD" e_above_lowest_kj_mol=26.8 multiplicity=5 fmax_ha_per_bohr=0.008 homo_lumo_gap_ha="0.2193 / 0.2192" charge=+1
Mn 0.0772 0.9404 -0.9177
O 2.5113 -0.7119 1.6179
C 1.9496 0.0108 0.8512
O 0.9128 -0.3397 0.0878
C 2.3387 1.4494 0.6429
C 3.3852 2.0581 1.2954
C 3.6628 3.3830 0.9888
C 2.8900 4.0404 0.0412
C 1.8479 3.3681 -0.5660
N 1.5802 2.0921 -0.2613
H 3.9546 1.4876 2.0156
H 4.4772 3.8982 1.4802
H 3.0865 5.0683 -0.2273
H 1.2112 3.8397 -1.3012
O -4.0211 1.1191 -7.1072
N -4.1720 0.1525 -6.3956
O -4.9034 -0.7877 -6.6064
C -3.3863 0.1119 -5.1461
C -2.5498 1.1449 -4.8599
C -1.7915 1.0835 -3.6819
C -1.8562 -0.0213 -2.7965
O -1.1115 -0.1960 -1.7615
C -2.8134 -1.0123 -3.1372
C -3.5438 -0.9802 -4.2852
N -3.0431 -2.1148 -2.1843
O -2.9413 -3.2404 -2.6029
O -3.3214 -1.7925 -1.0456
N -0.9628 2.2086 -3.4034
O -0.9352 3.1452 -4.1401
O -0.2626 2.2564 -2.3333
H -2.4717 1.9867 -5.5324
H -4.2350 -1.7736 -4.5377
F -7.5088 2.7956 3.0602
C -6.2884 2.3938 2.6858
C -6.1703 1.5555 1.5932
C -4.9028 1.1429 1.2133
C -3.7799 1.5537 1.9314
C -3.9313 2.4114 3.0162
C -5.1936 2.8358 3.4030
Sb -1.8671 0.8419 1.3703
C -1.9119 -1.0708 2.2743
C -3.1280 -1.7466 2.3465
C -3.1993 -3.0139 2.9014
C -2.0358 -3.5941 3.3692
F -2.0965 -4.8184 3.9064
C -0.8109 -2.9600 3.2951
C -0.7552 -1.6932 2.7355
C -0.6226 1.9406 2.7084
C -0.1603 3.1786 2.2618
C 0.6666 3.9676 3.0468
C 1.0311 3.4891 4.2916
F 1.8484 4.2309 5.0504
C 0.5778 2.2792 4.7810
C -0.2585 1.5112 3.9831
H -7.0562 1.2410 1.0591
H -4.8035 0.4947 0.3492
H -3.0699 2.7472 3.5802
H -5.3367 3.4951 4.2479
H -4.0401 -1.2917 1.9830
H -4.1348 -3.5511 2.9726
H 0.0772 -3.4575 3.6594
H 0.2124 -1.2105 2.6588
H -0.4597 3.5555 1.2877
H 1.0169 4.9378 2.7200
H 0.8733 1.9567 5.7700
H -0.6282 0.5696 4.3689

62
Properties=species:S:1:pos:R:3 method="wB97M-V/def2-TZVPD" e_above_lowest_kj_mol=132.2 fmax_ha_per_bohr=0.011 homo_lumo_gap_ha="0.1687 / 0.1679" charge=-2
Na 0.6565 0.8114 -0.9848
C -2.8128 4.5072 0.9099
C -3.5442 3.3443 0.6951
C -2.9391 2.1009 0.6855
C -1.5487 1.9850 0.8714
C -0.8148 3.1670 1.0899
C -1.4412 4.3986 1.1101
N -0.8795 0.7845 0.8569
N -1.6391 -0.3234 0.4992
C -1.0825 -1.4316 0.9416
C -1.6064 -2.7050 0.5149
C -1.0316 -3.8720 0.9030
C 0.0989 -3.8927 1.7637
C 0.6101 -2.7025 2.2123
C 0.0528 -1.4736 1.8185
H -3.2954 5.4765 0.9010
H -4.6136 3.4056 0.5223
H -3.5145 1.2025 0.5149
H 0.2641 3.1102 1.1957
H -0.8417 5.2891 1.2620
H -2.4624 -2.6988 -0.1509
H -1.4428 -4.8075 0.5381
H 0.5471 -4.8314 2.0619
H 1.4579 -2.7088 2.8839
I 3.0315 1.0874 1.0927
I 6.1099 1.8324 -0.1697
F -2.9368 2.9488 -2.9467
C -1.6230 3.2035 -3.2332
C -0.6250 2.5376 -2.5705
C 0.6355 2.8613 -2.9887
F 1.7265 2.2352 -2.3956
C 0.9526 3.7816 -3.9731
F 2.2145 4.0588 -4.3477
C -0.0985 4.4338 -4.5940
F 0.1417 5.3465 -5.5596
C -1.4016 4.1451 -4.2248
F -2.4111 4.7900 -4.8541
Se -1.8847 -0.3612 -2.3140
N -0.1833 -0.8235 -2.3625
C -0.1242 -2.0216 -2.9539
C 1.0743 -2.7593 -3.1596
C 1.0047 -3.9708 -3.7753
C -0.2397 -4.5089 -4.2178
C -1.4037 -3.8267 -4.0366
C -1.3699 -2.5593 -3.3947
N -2.4428 -1.7923 -3.1564
H 2.0131 -2.3459 -2.8149
H 1.9107 -4.5435 -3.9304
H -0.2511 -5.4780 -4.7020
H -2.3584 -4.2205 -4.3608
Te 0.6549 0.3430 2.5558
C 1.9005 -0.5628 4.1347
C 3.1758 -1.1063 3.9991
C 3.8531 -1.6041 5.1033
C 3.2672 -1.5640 6.3619
C 2.0023 -1.0171 6.5126
C 1.3302 -0.5165 5.4026
H 3.6499 -1.1288 3.0248
H 4.8469 -2.0188 4.9815
H 3.8016 -1.9515 7.2213
H 1.5377 -0.9740 7.4912
H 0.3418 -0.0850 5.5388

The records above yield molecular weight values of 857.7 812.2 1012.9 g mol⁻¹, respectively.
The records above yield DFT total energy values of -5445.010173 -3740.583489 -5299.513822 Ha, respectively.